Molecular formula: C18H24ClF10N6OP
Method: DFT, ωB97M-V/def2-TZVPD

## Properties
strongest force on any atom	4.953	eV Å⁻¹
HOMO energy	-9.436	eV
Kohn-Sham gap	0.367	Eh
multiplicity	1
structure (SMILES)	CC[C@@H](F)P(Cl)(CCN)(OC#N)C(F)(F)C(F)(F)C(F)(F)C(F)(F)F.CC#N.CC#N.CC#N.CC#N

Last column: Löwdin charge in e.
Cartesian coordinates (Å):
Cl  1.2366  1.0516  2.4624  0.50
P  2.1839  0.3984  0.6320  0.83
F  0.2785  6.1504  0.7235  0.20
F  2.9716  5.0694  -0.4307  0.19
F  0.3448  4.1646  1.5821  0.19
F  2.9145  2.8751  1.5593  0.05
F  3.9252  2.2359  -0.2101  0.07
F  1.0109  5.1040  -1.3830  0.16
F  2.4915  -1.2570  2.6658  -0.10
F  0.5247  2.6121  -0.6717  0.13
F  1.9765  5.5055  1.8022  0.17
F  2.3081  2.9092  -1.8137  0.15
O  3.1571  0.0894  -0.8048  -0.16
N  -5.2843  -0.9327  -2.7910  0.12
N  -1.0189  0.6702  -2.5385  0.16
N  -4.6781  -1.6409  1.0468  0.14
N  2.7087  -2.0336  -1.7998  0.20
N  -1.4324  -5.1093  -2.6299  0.12
N  -1.1382  -0.8562  1.6868  -0.01
C  2.7058  2.2747  0.3936  -0.49
C  4.2380  0.5466  3.9069  -0.10
C  3.0151  -1.0777  -1.3075  -0.45
C  -4.5334  -2.8515  3.3496  -0.07
C  -5.0624  -2.0599  -2.7919  -0.29
C  0.5981  -3.8983  -3.7277  -0.08
C  1.0272  5.0925  0.9566  -0.57
C  -4.7757  -3.4891  -2.7933  -0.08
C  1.7818  3.0652  -0.5840  -0.38
C  -0.7229  0.0264  0.5752  -0.37
C  1.7277  4.6138  -0.3617  -0.36
C  4.4663  0.1618  2.4085  -0.20
C  -0.5348  -4.5781  -3.1127  -0.27
C  -4.6400  -2.1814  2.0600  -0.28
C  -1.9193  1.3829  -2.5309  -0.25
C  -3.0689  2.2754  -2.5177  -0.06
C  3.3313  -0.6534  1.7431  -0.39
C  0.6532  -0.3783  -0.0500  -0.27
H  4.3150  1.6473  3.9820  0.07
H  5.0645  0.1721  4.5298  0.07
H  -5.4668  -4.0310  -2.1480  0.08
H  5.3594  -0.4875  2.3924  0.11
H  3.2511  0.2917  4.3045  0.05
H  -5.4301  -2.6993  3.9501  0.08
H  -3.7646  -3.6923  -2.4378  0.05
H  -2.7820  3.2936  -2.7820  0.08
H  1.2568  -3.4577  -2.9773  0.03
H  -1.4604  -0.1996  -0.2172  0.09
H  4.7596  1.0709  1.8677  0.10
H  -0.8643  1.0949  0.7818  0.08
H  -4.8618  -3.9088  -3.7955  0.08
H  -2.0780  -1.1869  1.4911  0.03
H  -4.3969  -3.9257  3.2268  0.08
H  -1.1365  -0.3096  2.5431  0.03
H  0.6969  -1.4737  0.0669  0.11
H  1.1980  -4.5837  -4.3267  0.08
H  -3.5325  2.3071  -1.5317  0.09
H  -3.6852  -2.4749  3.9214  0.08
H  3.7833  -1.4956  1.1994  0.13
H  -3.8291  1.9495  -3.2275  0.08
H  0.5682  -0.0847  -1.1319  0.06
H  0.2676  -3.0940  -4.3852  0.08